Record 1
A structure of composition C31H33GeN2O2S2Sn, computed with ωB97M-V/def2-TZVPD.

Calculated values
Net charge = -1
Highest occupied orbital energy = -3.72 eV

```
72
C31H33GeN2O2S2Sn ωB97M-V/def2-TZVPD
Sn -1.174 1.396 0.908
S 0.221 2.943 2.633
C -0.979 2.527 3.826
C -1.081 3.187 5.065
C -2.018 2.758 5.980
C -2.859 1.688 5.659
C -2.717 1.119 4.409
N -1.814 1.520 3.519
H -0.417 4.012 5.281
H -2.098 3.250 6.942
H -3.602 1.317 6.352
H -3.355 0.298 4.094
N 3.026 1.166 2.840
C 2.794 1.096 1.489
O 2.931 2.082 0.781
C 2.457 -0.274 0.961
C 1.121 -0.852 1.487
H 2.895 2.098 3.208
H 2.579 0.450 3.391
H 3.281 -0.935 1.254
H 2.423 -0.220 -0.127
H 1.059 -0.674 2.572
H 1.218 -1.943 1.396
C -0.121 -0.347 0.789
Ge -0.760 -1.483 -0.581
C -2.497 -0.941 -1.338
C -3.630 -1.111 -0.539
C -4.892 -0.760 -0.992
C -5.048 -0.227 -2.265
C -3.936 -0.060 -3.077
C -2.674 -0.420 -2.617
C 0.491 -1.731 -2.093
C 0.770 -0.629 -2.904
C 1.695 -0.700 -3.935
C 2.376 -1.890 -4.170
C 2.123 -2.993 -3.368
C 1.189 -2.911 -2.340
C -1.143 -3.300 0.118
C -1.182 -3.521 1.493
C -1.520 -4.765 2.015
C -1.833 -5.814 1.162
C -1.812 -5.610 -0.212
C -1.471 -4.365 -0.723
H -3.521 -1.524 0.459
H -5.755 -0.896 -0.350
H -6.031 0.057 -2.621
H -4.046 0.355 -4.071
H -1.824 -0.286 -3.273
H 0.272 0.315 -2.718
H 1.885 0.176 -4.544
H 3.103 -1.951 -4.971
H 2.658 -3.921 -3.539
H 1.014 -3.784 -1.720
H -0.962 -2.697 2.163
H -1.544 -4.913 3.088
H -2.098 -6.784 1.565
H -2.067 -6.420 -0.885
H -1.470 -4.220 -1.799
O 1.206 2.870 -3.428
S 1.700 2.524 -2.053
C 1.710 4.095 -1.119
C 3.131 4.666 -1.114
C 3.887 4.011 -2.270
C 3.509 2.539 -2.192
H 1.320 3.909 -0.119
H 1.001 4.709 -1.675
H 3.612 4.399 -0.172
H 3.119 5.754 -1.194
H 4.966 4.159 -2.194
H 3.554 4.419 -3.227
H 3.903 2.064 -1.295
H 3.748 1.947 -3.075
```

***

Record 2
A structure of composition C30H61IN2O11 at a distorted geometry, computed with ωB97M-V/def2-TZVPD.

Calculated values
Highest occupied orbital energy = -8.42 eV

```
105
C30H61IN2O11 ωB97M-V/def2-TZVPD
C 3.292 -2.335 2.645
N 3.538 -1.421 1.493
C 2.291 -1.280 0.712
N 1.473 -0.219 1.350
C 0.092 -0.628 1.641
O -0.885 -0.220 0.668
C -1.857 0.632 1.199
C -1.529 2.027 1.552
C -2.521 2.957 2.100
C -2.174 4.442 2.472
C -3.891 2.476 2.267
C -4.195 1.099 1.922
C -3.211 0.133 1.398
C -3.729 -1.311 1.122
C -3.089 -2.025 -0.121
C -3.453 -2.192 2.423
C 1.561 1.041 0.658
O 1.326 1.240 -0.496
O 2.007 2.161 1.399
I 2.426 1.641 3.328
H 2.240 -2.735 2.611
H 3.410 -1.791 3.617
H 4.054 -3.154 2.609
H 4.280 -1.776 0.888
H 2.610 -0.880 -0.297
H 1.746 -2.241 0.534
H 0.027 -1.754 1.704
H -0.273 -0.263 2.647
H -0.499 2.450 1.438
H -1.735 4.887 1.535
H -1.455 4.492 3.331
H -3.091 5.025 2.769
H -4.715 3.126 2.648
H -5.247 0.753 2.074
H -4.829 -1.213 0.895
H -3.231 -1.481 -1.087
H -1.997 -2.269 0.006
H -3.592 -3.033 -0.233
H -4.316 -2.872 2.668
H -2.525 -2.795 2.200
H -3.224 -1.528 3.294
C -0.527 10.330 3.726
O -0.194 9.761 4.983
C -1.080 8.713 5.359
C -0.450 7.349 5.136
O -0.279 7.079 3.748
C 1.065 7.251 3.325
H 0.294 10.978 3.418
H -0.672 9.564 2.961
H -1.435 10.936 3.818
H -2.032 8.796 4.825
H -1.282 8.836 6.428
H -1.125 6.581 5.528
H 0.502 7.267 5.669
H 1.686 6.435 3.709
H 1.472 8.211 3.652
H 1.083 7.220 2.235
C -3.896 -0.106 -6.595
O -2.901 -1.107 -6.455
C -2.253 -1.055 -5.186
C -2.769 -2.142 -4.257
O -4.125 -1.903 -3.885
C -5.030 -2.731 -4.597
H -4.475 -0.325 -7.494
H -4.575 -0.088 -5.740
H -3.426 0.876 -6.713
H -2.365 -0.066 -4.732
H -1.187 -1.224 -5.366
H -2.178 -2.126 -3.335
H -2.657 -3.131 -4.711
H -4.960 -3.761 -4.235
H -4.843 -2.703 -5.673
H -6.041 -2.364 -4.412
C 0.142 -3.521 -9.842
O -0.668 -4.580 -10.326
C -0.506 -5.778 -9.574
C -1.667 -5.992 -8.619
O -1.672 -5.016 -7.583
C -2.643 -3.999 -7.797
H -0.176 -2.599 -10.332
H 0.037 -3.393 -8.762
H 1.191 -3.706 -10.092
H 0.448 -5.775 -9.036
H -0.484 -6.604 -10.292
H -1.550 -6.967 -8.135
H -2.620 -5.994 -9.158
H -3.647 -4.401 -7.621
H -2.581 -3.586 -8.806
H -2.458 -3.198 -7.083
C 5.518 -1.135 6.105
O 5.932 -1.904 4.987
C 7.227 -1.536 4.522
C 8.280 -2.537 4.968
O 8.472 -2.491 6.378
C 7.834 -3.568 7.048
H 4.621 -1.595 6.522
H 6.286 -1.105 6.882
H 5.274 -0.116 5.788
H 7.486 -0.524 4.848
H 7.184 -1.537 3.428
H 9.236 -2.269 4.509
H 8.019 -3.548 4.642
H 8.377 -4.500 6.859
H 6.793 -3.678 6.738
H 7.858 -3.362 8.118
```

***

Record 3
The molecule C4H8O2, computed with ωB97M-V/def2-TZVPD.

Calculated values
Structure (SMILES) = CO[C@H]1C[C@H]1O
Highest occupied orbital energy = -9.48 eV

```
14
C4H8O2 ωB97M-V/def2-TZVPD
C 1.669 -0.671 -0.963
O 0.503 0.138 -1.047
C -0.461 -0.346 -0.165
C -0.280 0.060 1.274
C -1.447 0.574 0.480
O -1.549 1.928 0.180
H 1.711 -1.388 -1.794
H 1.671 -1.235 -0.022
H 2.559 -0.035 -0.980
H -0.827 -1.341 -0.418
H 0.514 0.793 1.376
H -0.398 -0.631 2.104
H -2.405 0.104 0.705
H -1.261 2.051 -0.732
```

***

Record 4
A structure of composition C43H47BrCl3N7O2PS2Ta at a distorted geometry, computed with ωB97M-V/def2-TZVPD.

Calculated values
Highest occupied orbital energy = -7.39 eV

```
107
C43H47BrCl3N7O2PS2Ta ωB97M-V/def2-TZVPD
Ta -1.686 -0.683 0.790
S -1.806 -0.488 3.398
C -2.130 -2.171 3.562
C -2.559 -2.740 4.767
C -2.851 -4.086 4.799
C -2.700 -4.838 3.635
C -2.254 -4.199 2.497
N -1.960 -2.903 2.451
H -2.670 -2.101 5.627
H -3.204 -4.558 5.705
H -2.932 -5.891 3.620
H -2.118 -4.740 1.571
Cl -4.331 -2.991 -5.718
C -3.849 -2.129 -4.303
C -3.216 -2.811 -3.274
C -2.848 -2.100 -2.151
Cl -1.990 -2.806 -0.834
C -3.132 -0.733 -1.957
O -2.809 -0.135 -0.871
C -3.767 -0.092 -3.046
Cl -4.088 1.593 -2.897
C -4.103 -0.766 -4.201
H -3.015 -3.868 -3.337
H -4.566 -0.227 -5.012
Br 6.793 8.656 -4.256
C 5.514 7.412 -3.595
C 4.668 7.797 -2.563
C 3.721 6.911 -2.100
C 3.612 5.635 -2.672
C 4.487 5.263 -3.700
C 5.439 6.147 -4.161
N 2.659 4.710 -2.305
N 2.002 4.977 -1.237
C 1.054 4.097 -0.827
C 0.672 4.189 0.511
C -0.137 3.244 1.112
C -0.556 2.100 0.424
O -1.183 1.127 0.998
C -0.237 2.016 -0.979
N -0.616 0.904 -1.633
C -0.419 0.823 -2.926
C 0.146 1.858 -3.680
C 0.605 2.971 -3.022
C 0.485 3.049 -1.624
H 4.747 8.785 -2.133
H 3.043 7.177 -1.300
H 4.409 4.273 -4.123
H 6.115 5.859 -4.952
H 1.076 5.002 1.095
H -0.399 3.335 2.154
H -0.735 -0.099 -3.401
H 0.225 1.767 -4.752
H 1.048 3.792 -3.561
C -8.232 1.337 0.924
C -6.737 1.298 0.928
C -5.953 2.449 0.803
C -4.580 2.282 0.886
N -4.018 1.100 1.075
C -4.852 0.052 1.118
S -4.136 -1.494 1.241
N -6.177 0.111 1.072
H -8.606 1.962 0.115
H -8.591 1.752 1.867
H -8.609 0.323 0.813
H -6.398 3.418 0.641
H -3.892 3.118 0.807
C 0.588 -4.409 0.470
C 1.736 -3.505 0.011
C 1.467 -3.134 -1.450
C 3.052 -4.271 0.125
P 1.601 -1.854 1.009
N 0.103 -1.360 0.944
C 2.133 -2.129 2.841
C 1.635 -0.949 3.684
C 3.640 -2.293 3.029
C 1.434 -3.397 3.334
C 2.794 -0.539 0.232
C 4.236 -0.962 -0.038
C 2.785 0.653 1.188
C 2.170 -0.091 -1.085
H 0.226 -5.012 -0.360
H -0.228 -3.794 0.832
H 0.893 -5.093 1.256
H 1.134 -4.012 -2.002
H 2.356 -2.755 -1.945
H 0.675 -2.392 -1.500
H 3.016 -5.119 -0.560
H 3.202 -4.670 1.125
H 3.916 -3.668 -0.133
H 2.365 -0.146 3.747
H 1.438 -1.276 4.703
H 0.707 -0.545 3.283
H 4.170 -1.372 2.802
H 4.043 -3.095 2.419
H 3.837 -2.535 4.073
H 0.364 -3.341 3.148
H 1.592 -3.513 4.406
H 1.846 -4.276 2.848
H 4.739 -1.346 0.841
H 4.788 -0.084 -0.376
H 4.294 -1.705 -0.829
H 3.389 0.456 2.066
H 1.766 0.884 1.491
H 3.205 1.532 0.700
H 2.541 -0.653 -1.935
H 2.394 0.957 -1.270
H 1.093 -0.206 -1.030
```

***

Record 5
The molecule C22H25N5S2 at a distorted geometry, computed with ωB97M-V/def2-TZVPD.

Calculated values
Structure (SMILES) = CCSC1(SCC)N=C(N)[C@]2(C#N)[C@@H](c3ccccc3)NC3=C(CCC3)[C@]12C#N
Highest occupied orbital energy = -8.19 eV

```
54
C22H25N5S2 ωB97M-V/def2-TZVPD
C -0.587 -3.820 1.417
C -1.840 -2.969 1.417
H -2.415 -3.098 2.334
H -2.469 -3.182 0.552
S -1.465 -1.189 1.347
C -1.315 -0.963 -0.477
N -0.370 -1.858 -1.040
C 0.695 -1.250 -1.386
N 1.751 -1.840 -1.965
H 2.459 -1.271 -2.396
H 1.627 -2.782 -2.298
C 0.737 0.221 -0.981
C 1.308 1.047 -2.007
N 1.791 1.653 -2.848
C -0.777 0.496 -0.740
C -1.361 1.006 -1.964
N -1.832 1.451 -2.906
C -0.970 1.533 0.324
C 0.054 2.063 1.005
N 1.365 1.667 0.875
H 1.985 1.913 1.632
C 1.540 0.330 0.355
C 2.995 0.009 0.147
C 3.476 -1.262 0.438
C 4.809 -1.568 0.231
C 5.673 -0.605 -0.263
C 5.201 0.666 -0.544
C 3.868 0.974 -0.341
H 3.498 1.964 -0.561
H 5.872 1.421 -0.925
H 6.714 -0.844 -0.423
H 5.173 -2.558 0.460
H 2.802 -2.012 0.827
H 1.089 -0.416 1.034
C -0.384 3.172 1.912
H 0.300 4.021 1.883
H -0.436 2.809 2.943
C -1.778 3.514 1.367
H -2.464 3.832 2.151
H -1.693 4.321 0.639
C -2.258 2.237 0.659
H -2.859 2.460 -0.223
H -2.859 1.627 1.340
S -2.872 -1.434 -1.342
C -4.197 -0.563 -0.427
C -4.894 0.468 -1.293
H -5.618 1.021 -0.697
H -5.416 -0.021 -2.112
H -4.178 1.165 -1.720
H -3.729 -0.121 0.451
H -4.896 -1.336 -0.105
H -0.860 -4.871 1.491
H 0.051 -3.564 2.260
H -0.038 -3.664 0.490
```

***

Record 6
A structure of composition C18H15GaN2O6S4, computed with ωB97M-V/def2-TZVPD.

Calculated values
Highest occupied orbital energy = -8.51 eV

```
46
C18H15GaN2O6S4 ωB97M-V/def2-TZVPD
Ga 0.386 -0.207 -0.319
O -1.045 -3.075 0.308
S -1.282 -2.114 1.343
O -1.349 -2.571 2.695
O -0.269 -0.967 1.272
C -2.855 -1.298 1.020
C -3.861 -1.643 1.910
C -5.148 -1.140 1.773
C -5.446 -0.279 0.736
C -4.450 0.080 -0.162
C -3.163 -0.418 -0.029
S -2.019 0.191 -1.249
O -1.074 -0.923 -1.542
O -2.770 0.710 -2.339
O -1.113 1.175 -0.550
H -3.618 -2.314 2.720
H -5.911 -1.430 2.483
H -6.445 0.117 0.614
H -4.669 0.745 -0.985
N 3.207 5.431 3.063
C 3.495 4.135 3.252
S 4.636 3.650 4.325
C 2.708 3.162 2.416
C 2.932 1.798 2.562
C 2.217 0.907 1.789
N 1.303 1.302 0.899
C 1.073 2.605 0.752
C 1.752 3.560 1.486
H 3.718 6.112 3.599
H 2.521 5.755 2.407
H 3.663 1.445 3.274
H 2.369 -0.161 1.882
H 0.320 2.884 0.028
H 1.501 4.593 1.296
S 2.276 -0.535 -1.384
C 1.837 -1.759 -2.611
C 2.273 -1.559 -3.916
C 1.983 -2.493 -4.898
C 1.244 -3.625 -4.588
C 0.807 -3.822 -3.285
C 1.112 -2.902 -2.295
H 2.832 -0.665 -4.163
H 2.326 -2.329 -5.911
H 1.009 -4.349 -5.357
H 0.223 -4.697 -3.031
H 0.763 -3.078 -1.287
```

***

Record 7
A structure of composition C27H24NO2OsP, computed with ωB97M-V/def2-TZVPD.

Calculated values
Net charge = +2
Highest occupied orbital energy = -15.20 eV

```
56
C27H24NO2OsP ωB97M-V/def2-TZVPD
Os 0.232 -0.559 1.621
O -2.404 -1.233 4.546
C -1.838 -1.114 3.509
O -0.619 -0.553 3.372
C -2.397 -1.581 2.197
C -3.623 -2.195 2.096
C -4.052 -2.615 0.844
C -3.229 -2.407 -0.254
C -2.010 -1.783 -0.080
N -1.598 -1.370 1.129
H -4.210 -2.331 2.995
H -5.012 -3.099 0.726
H -3.524 -2.723 -1.245
H -1.348 -1.597 -0.914
C -2.115 1.621 -0.965
C -1.368 1.057 -2.141
C -1.892 1.188 -3.423
C -1.184 0.770 -4.540
C 0.082 0.215 -4.406
C 0.621 0.055 -3.143
C -0.110 0.446 -2.013
P 0.722 0.391 -0.436
C 1.604 -1.135 -0.214
C 1.346 -2.280 -1.045
C 1.749 -3.520 -0.670
C 2.406 -3.720 0.572
C 2.648 -2.670 1.401
C 2.260 -1.344 1.041
C 2.588 -0.227 1.978
C 1.424 1.966 -0.042
C 2.254 2.742 -0.848
C 2.647 3.984 -0.381
C 2.195 4.437 0.856
C 1.346 3.668 1.641
C 0.941 2.419 1.187
C -0.022 1.556 1.945
H -3.147 1.842 -1.228
H -1.655 2.558 -0.637
H -2.129 0.936 -0.116
H -2.865 1.644 -3.547
H -1.617 0.893 -5.524
H 0.646 -0.085 -5.278
H 1.617 -0.360 -3.040
H 0.852 -2.142 -1.995
H 1.580 -4.364 -1.325
H 2.729 -4.713 0.853
H 3.164 -2.816 2.341
H 3.188 -0.587 2.811
H 1.676 0.208 2.553
H 3.028 0.653 1.517
H 2.596 2.381 -1.810
H 3.307 4.601 -0.975
H 2.509 5.410 1.211
H 0.995 4.044 2.593
H -1.057 1.765 1.674
H 0.073 1.675 3.024
```

***

Record 8
A cluster of 3 separate species, C3H14N2O3 in total at a distorted geometry, computed with ωB97M-V/def2-TZVPD.

Calculated values
Structure (SMILES) = NCNCCO.O.O
Highest occupied orbital energy = -8.78 eV

```
22
C3H14N2O3 ωB97M-V/def2-TZVPD
C -1.898 -0.978 -0.402
C -2.033 0.542 -0.502
O -1.497 1.200 0.657
N -0.585 -1.597 -0.421
C 0.287 -1.559 0.723
N 0.981 -0.311 1.092
H -2.521 -1.472 -1.155
H -2.340 -1.238 0.557
H -1.397 0.977 -1.265
H -3.093 0.762 -0.595
H -1.962 1.009 1.478
H -0.059 -1.258 -1.219
H 1.053 -2.323 0.564
H -0.207 -1.834 1.654
H 0.230 0.331 1.328
H 1.398 0.122 0.268
H 1.771 -1.014 -2.677
H 2.031 0.492 -2.550
O 2.305 -0.359 -2.193
H 2.500 1.977 1.305
H 0.983 2.108 1.262
O 1.785 2.613 1.398
```

***

In order of appearance, E_tot = -4548.719947, -2414.219031, -307.618595, -7350.015905, -1923.487304, -4773.539227, -1679.984070, -457.896411 hartree.
In order of appearance, E_LUMO = 2.654, -0.963, 1.014, -1.055, 0.470, -1.328, -7.963, 0.445 eV.